1.
DFT (ωB97M-V with the def2-TZVPD basis set) results for an isolated molecule of C19H19ClN6OS2.

Summary:
E = -2395.7693 hartree
Max |F| = 1.2 eV/A
HOMO-LUMO gap = 8.847 eV
SMILES = C[C@@H](c1nnc(SCC(=O)Nc2sccc2C#N)n1-c1ccc(Cl)cc1)N(C)C
LUMO = 0.43 eV

Atoms and positions in Å:
C -0.29 -2.61 1.49
H 0.56 -2.93 0.89
H 0.09 -2.01 2.31
H -0.79 -3.48 1.91
C -1.26 -1.78 0.65
C -0.52 -0.64 0.02
N 0.73 -0.64 -0.33
N 1.03 0.56 -0.85
C -0.05 1.29 -0.80
N -1.09 0.58 -0.26
C -2.41 1.02 -0.05
C -2.65 2.23 0.59
C -3.95 2.66 0.79
C -5.00 1.87 0.33
C -4.76 0.66 -0.31
C -3.46 0.24 -0.50
H -3.26 -0.70 -1.00
H -5.59 0.07 -0.65
Cl -6.62 2.41 0.57
H -4.14 3.59 1.28
H -1.82 2.83 0.95
S -0.14 2.93 -1.35
C 1.64 3.13 -1.70
C 2.43 2.69 -0.49
O 2.17 3.02 0.65
N 3.52 1.92 -0.78
C 4.28 1.36 0.23
C 5.35 0.50 0.06
C 5.80 0.10 -1.21
N 6.15 -0.21 -2.25
C 5.91 0.11 1.30
C 5.27 0.67 2.35
S 3.96 1.69 1.88
H 5.49 0.54 3.39
H 6.75 -0.56 1.37
H 3.67 1.56 -1.71
H 1.78 4.20 -1.87
H 1.88 2.56 -2.59
N -1.97 -2.51 -0.40
C -3.02 -3.37 0.11
H -3.60 -3.74 -0.74
H -2.63 -4.24 0.66
H -3.67 -2.80 0.76
C -1.10 -3.22 -1.32
H -1.67 -3.46 -2.22
H -0.70 -4.15 -0.90
H -0.27 -2.57 -1.60
H -2.03 -1.35 1.30

=====

2.
DFT (ωB97M-V with the def2-TZVPD basis set) results for the ion C4H8NO2 with charge -1.

Summary:
E = -362.4141 hartree
Net charge = -1
Max |F| = 6.1 eV/A
HOMO-LUMO gap = 7.479 eV
SMILES = [O-]/C=N/CCCO
LUMO = 3.97 eV

Atoms and positions in Å:
O -2.50 1.05 1.75
C -1.26 0.92 1.55
N -0.57 0.01 0.84
C 0.74 0.54 0.41
C 1.08 0.47 -1.18
C 1.51 -1.02 -1.69
O 0.46 -1.93 -1.36
H -0.76 1.72 2.04
H 0.03 -1.26 -0.65
H 1.56 -0.04 1.03
H 1.02 1.63 0.76
H 0.06 0.55 -1.65
H 1.75 1.21 -1.31
H 1.87 -1.10 -2.67
H 2.38 -1.23 -1.05